A structure of composition C26H26BF6N9O4S2Ti in a non-equilibrium geometry. Source: the Open Molecules 2025 dataset; level of theory: ωB97M-V with the def2-TZVPD basis set.

Calculated total energy ... -110754.38905 eV
⟨S²⟩ ... 2.0193
Largest force on an atom ... 1.29 eV/A
Energy above the lowest of the compared OMol25 structures with the same formula, charge and spin ... 1.466 eV
HOMO (alpha / beta) ... -5.77 / -8.59 eV
Frontier orbital gap (alpha / beta) ... 5.71 / 8.20 eV

```
! wB97M-V def2-TZVPD RIJCOSX def2/J DEFGRID3
* xyz 0 3
Ti 0.7376 -0.1982 0.2287
C -1.7348 -2.1266 0.1843
N -0.9638 -1.6211 1.3376
C -1.9544 -1.3276 2.3834
C -2.7494 -0.0636 2.1953
C -4.1335 -0.1120 2.2539
C -4.8440 1.0780 2.2059
C -4.1449 2.2656 2.1165
C -2.7590 2.2125 2.0490
N -2.0683 1.0733 2.0700
C -0.0790 -2.6845 1.8640
C 0.9771 -3.0670 0.8841
C 1.1906 -4.3837 0.5191
C 2.2911 -4.7164 -0.2421
C 3.1889 -3.6939 -0.5398
C 2.9020 -2.4029 -0.1691
N 1.7537 -2.0348 0.4653
C -1.0029 -2.1588 -1.1170
C -1.3181 -3.1120 -2.0728
C -0.9424 -2.9035 -3.3844
C -0.3132 -1.7054 -3.7082
C 0.0149 -0.8366 -2.6920
N -0.2286 -1.0880 -1.3903
H -2.1579 -3.1123 0.4102
H -2.5618 -1.4242 0.0366
H -2.6473 -2.1743 2.4436
H -1.4323 -1.2932 3.3404
H -4.6442 -1.0649 2.3292
H -5.9264 1.0734 2.2312
H -4.6541 3.2189 2.0706
H -2.1759 3.1179 1.9537
H 0.4049 -2.2811 2.7543
H -0.6693 -3.5600 2.1564
H 0.4942 -5.1393 0.8628
H 2.4721 -5.7372 -0.5519
H 4.1175 -3.8930 -1.0579
H 3.5954 -1.6087 -0.3743
H -1.8949 -3.9822 -1.7833
H -1.1763 -3.6341 -4.1485
H -0.0764 -1.4438 -4.7311
H 0.4959 0.1103 -2.8986
F -1.3868 1.7756 -3.4476
C -2.6741 2.0167 -3.1577
F -3.0353 3.1629 -3.7156
F -3.4114 1.0313 -3.6646
S -2.9296 2.0849 -1.3477
O -2.6788 0.7434 -0.8904
O -4.2244 2.6653 -1.1782
N -1.8639 3.1541 -0.8723
S -0.3761 2.9878 -0.4571
O -0.0832 3.6859 0.7511
O 0.1260 1.6142 -0.5679
C 0.5719 3.8800 -1.7774
F 1.0578 3.0226 -2.6715
F 1.5786 4.5220 -1.2006
F -0.2189 4.7540 -2.3821
B 3.7466 1.6009 1.1135
N 2.5746 1.5260 2.1354
C 2.6247 2.0638 3.3541
C 1.5708 1.5755 4.1092
C 0.9087 0.7287 3.2350
N 1.5146 0.6835 2.0426
N 3.2575 1.4731 -0.3728
C 3.9709 1.9943 -1.3735
C 3.7618 1.2505 -2.5208
C 2.8890 0.2532 -2.1081
N 2.5690 0.3804 -0.8140
H 4.2896 2.6769 1.2288
H 4.5089 0.6704 1.3202
H 3.4163 2.7515 3.6057
H 1.3104 1.8214 5.1245
H -0.0059 0.1857 3.3967
H 4.6027 2.8489 -1.1907
H 4.1690 1.4131 -3.5049
H 2.4857 -0.5637 -2.6857
*
```

Results of the Mulliken charge analysis, in e, for atoms 1 through 2: 0.17 -1.35

=====

A structure of composition C26H26BaN8O4S2Te in a non-equilibrium geometry. Source: the Open Molecules 2025 dataset; level of theory: ωB97M-V with the def2-TZVPD basis set.

Calculated total energy ... -77153.75907 eV
Largest force on an atom ... 2.80 eV/A
Energy above the lowest of the compared OMol25 structures with the same formula, charge and spin ... 3.234 eV
HOMO ... -0.12 eV
Frontier orbital gap ... 2.67 eV

```
! wB97M-V def2-TZVPD RIJCOSX def2/J DEFGRID3
* xyz -2 1
Ba 0.1253 0.8286 0.5332
C -4.0199 -1.5669 -0.1477
C -2.9761 -0.4981 0.0466
N -1.5912 -0.8148 0.1196
N -1.2145 -2.0964 0.0081
C 0.0883 -2.2556 0.0338
O 0.9334 -1.2161 0.1817
C 0.6211 -3.6110 -0.0304
C 2.0139 -3.8114 -0.0161
C 2.5599 -5.0905 -0.0410
C 1.7426 -6.2104 -0.0849
C 0.3568 -6.0250 -0.1063
C -0.1960 -4.7605 -0.0804
C -3.3076 0.8183 0.1055
C -4.6846 1.3027 -0.0019
C -4.9507 2.6259 -0.0428
C -3.8856 3.5906 0.0400
C -2.6161 3.0907 0.1962
N -2.2722 1.7972 0.2429
H -3.5347 -2.5411 -0.2023
H -4.5898 -1.4229 -1.0747
H -4.7478 -1.5972 0.6735
H 2.6506 -2.9356 0.0159
H 3.6380 -5.2108 -0.0232
H 2.1680 -7.2064 -0.1018
H -0.2977 -6.8896 -0.1405
H -1.2695 -4.6250 -0.0991
H -5.4934 0.5843 -0.0547
H -5.9791 2.9644 -0.1332
H -4.0656 4.6565 0.0008
H -1.7848 3.7965 0.2931
Te 2.2699 2.9110 -0.5755
C -2.3613 -1.9420 3.2846
N -1.0046 -2.3746 3.0050
C 0.0832 -1.8346 3.5792
S -0.0094 -0.7143 4.8503
N 1.2546 -2.2907 3.0804
C 2.5437 -1.6824 3.3102
H -3.0384 -2.7505 3.0085
H -2.6238 -1.0532 2.7049
H -2.4643 -1.7227 4.3437
H -0.8738 -2.7203 2.0552
H 1.1857 -2.8218 2.2220
H 2.4732 -1.0168 4.1657
H 2.8576 -1.1155 2.4270
H 3.2918 -2.4495 3.5143
O 12.1060 -0.3870 1.6249
S 10.7998 0.1168 1.9739
O 10.6404 1.5534 1.8620
O 10.1972 -0.4800 3.1477
C 9.7042 -0.4810 0.6396
N 10.2150 -1.2155 -0.3509
C 9.3657 -1.6057 -1.2928
C 8.0254 -1.2622 -1.2920
C 7.6046 -0.4643 -0.2422
N 8.4253 -0.0960 0.7233
C 6.2178 0.1077 -0.1702
C 5.8948 1.0072 0.8345
C 4.6793 1.6604 0.7964
N 3.7970 1.4588 -0.1943
C 4.0531 0.5147 -1.1071
C 5.2457 -0.1781 -1.1162
H 9.7785 -2.2075 -2.0967
H 7.3647 -1.5978 -2.0775
H 6.6140 1.2097 1.6174
H 4.3926 2.3930 1.5369
H 3.2736 0.3370 -1.8334
H 5.3970 -0.9239 -1.8820
*
```

Results of the Mulliken charge analysis, in e, for atoms 1 through 2: 1.71 -1.24

=====

A structure of composition C26H26BrN8O8P2S2W in a non-equilibrium geometry. Source: the Open Molecules 2025 dataset; level of theory: ωB97M-V with the def2-TZVPD basis set.

Calculated total energy ... -167802.54961 eV
Largest force on an atom ... 2.16 eV/A
Energy above the lowest of the compared OMol25 structures with the same formula, charge and spin ... 0.700 eV
HOMO ... -9.88 eV
Frontier orbital gap ... 5.81 eV

```
! wB97M-V def2-TZVPD RIJCOSX def2/J DEFGRID3
* xyz 1 1
W -0.4193 0.9579 0.5776
C -1.5253 3.8344 3.9176
C -0.8354 3.0048 2.8893
N -1.3403 1.9216 2.4153
N -2.5671 1.5386 2.8659
C -3.1383 0.3973 2.4081
N -4.3545 0.1231 2.8979
S -2.3605 -0.5633 1.3042
C 0.5015 3.3153 2.3652
C 1.2382 4.4185 2.7514
C 2.4977 4.6125 2.2022
C 2.9803 3.6797 1.3086
C 2.1899 2.5919 0.9793
N 0.9638 2.4101 1.4769
H -1.7110 3.2488 4.8223
H -2.4812 4.1979 3.5290
H -0.9433 4.7016 4.2064
H -3.0475 2.1397 3.5154
H -4.7350 0.6130 3.6903
H -4.7706 -0.7636 2.6671
H 0.8453 5.1265 3.4644
H 3.0856 5.4769 2.4790
H 3.9574 3.7732 0.8568
H 2.5356 1.8573 0.2705
C -1.2261 1.6789 -3.7358
C -1.2803 2.8023 -2.7091
O -1.6536 4.0352 -3.3431
P -2.5464 2.5943 -1.3841
O -3.3194 3.9538 -1.3233
O -3.6272 1.5283 -1.8013
O -1.9798 2.3196 -0.0197
P 0.3268 3.0475 -1.8582
O -0.0698 4.1634 -0.7471
O 1.3737 3.6031 -2.7262
O 0.5700 1.7392 -1.0890
H -2.2037 1.5468 -4.1989
H -0.9000 0.7388 -3.3008
H -0.5093 1.9591 -4.5097
H -0.9196 4.3142 -3.9086
H -3.3164 4.4241 -2.1735
H -3.2401 0.6421 -1.6532
H 0.4225 4.9695 -0.9514
Br 2.7360 -6.8253 3.0749
C 2.3358 -6.3757 1.2834
C 3.2697 -6.6336 0.2911
C 2.9594 -6.3073 -1.0163
C 1.7526 -5.6831 -1.3205
C 0.8146 -5.4517 -0.3196
C 1.1077 -5.8084 0.9867
N 1.5478 -5.4564 -2.7217
N 0.8510 -4.5619 -3.2179
C 0.3352 -3.4127 -2.5218
C -0.9198 -3.0284 -2.9233
C -1.5531 -1.8768 -2.4261
C -0.9002 -1.0809 -1.5224
O -1.3851 0.0699 -1.0447
C 0.3916 -1.4620 -1.0881
N 0.9584 -0.6416 -0.1555
C 2.2226 -0.8295 0.1558
C 3.0048 -1.8295 -0.4338
C 2.4307 -2.7000 -1.3153
C 1.0611 -2.5762 -1.6280
H 4.2130 -7.1010 0.5358
H 3.6474 -6.5271 -1.8226
H -0.1487 -5.0148 -0.5386
H 0.3882 -5.6220 1.7685
H -1.4247 -3.6437 -3.6566
H -2.5379 -1.6056 -2.7865
H 2.6366 -0.1999 0.9302
H 4.0495 -1.9045 -0.1689
H 3.0277 -3.4678 -1.7881
S 0.4301 -0.2622 2.6981
C 0.2034 -1.8774 2.2844
N 0.0276 -2.9768 1.9794
*
```

Results of the Mulliken charge analysis, in e, for atoms 1 through 2: 0.98 -2.15

=====

A cluster of 2 separate species, C26H26N2O3 in total in a non-equilibrium geometry. Source: the Open Molecules 2025 dataset; level of theory: ωB97M-V with the def2-TZVPD basis set.

Calculated total energy ... -36504.06651 eV
Largest force on an atom ... 3.43 eV/A
Energy above the lowest of the compared OMol25 structures with the same formula, charge and spin ... 4.210 eV
HOMO ... -7.06 eV
Frontier orbital gap ... 5.86 eV

```
! wB97M-V def2-TZVPD RIJCOSX def2/J DEFGRID3
* xyz 0 1
C -3.1287 1.3229 -1.7902
C -1.8845 2.0051 -1.2956
C -0.6196 1.4596 -1.7671
C 0.6332 2.0363 -1.1905
C 1.3214 2.8612 -2.3023
C 1.6402 1.9485 -3.4695
O 0.5257 1.1272 -3.9176
C -0.6348 1.0986 -3.2044
O -1.6408 0.7633 -3.8371
O -1.9536 2.9405 -0.4667
H -3.1582 1.4460 -2.8832
H -3.1150 0.2376 -1.6248
H -3.9842 1.7780 -1.2730
H 0.4161 2.6661 -0.3170
H 1.3119 1.2450 -0.8698
H 0.5986 3.6523 -2.5769
H 2.2523 3.3336 -1.9510
H 1.9364 2.5242 -4.3585
H 2.4415 1.2310 -3.2314
C -3.4083 2.5871 2.4028
N -2.4041 1.5895 2.0595
C -2.5656 0.6033 1.1507
C -1.3064 -0.0131 0.8916
C -0.8956 -0.6868 -0.2654
C 0.2294 -1.5604 -0.2947
C 1.5686 -1.1436 -0.4311
N 2.3855 -2.2200 -0.5282
C 3.8232 -2.1282 -0.6384
C 1.6350 -3.3923 -0.3844
C 0.2779 -3.0237 -0.2121
C -0.6447 -4.0011 0.1537
C -0.1879 -5.3261 0.2844
C 1.1742 -5.6666 0.1238
C 2.1186 -4.6720 -0.1771
C -0.4319 0.4613 1.9789
C -1.1175 1.5355 2.5967
C -0.5886 2.2840 3.6445
C 0.7327 2.0005 4.0232
C 1.4343 0.9479 3.4097
C 0.8382 0.1482 2.4200
H -3.0559 3.1717 3.2638
H -3.6026 3.2478 1.5407
H -4.3406 2.0719 2.6735
H -3.5117 0.4576 0.6337
H -1.5645 -0.7193 -1.1365
H 1.9855 -0.1492 -0.4600
H 4.2214 -3.1370 -0.7755
H 4.0844 -1.4859 -1.4917
H 4.2557 -1.6827 0.2705
H -1.6830 -3.7113 0.3404
H -0.8904 -6.1244 0.5434
H 1.5051 -6.7065 0.2315
H 3.1967 -4.8478 -0.2420
H -1.2168 3.0234 4.1499
H 1.2098 2.6029 4.7973
H 2.4531 0.7299 3.7448
H 1.3291 -0.7417 2.0346
*
```

Results of the natural (NBO) charge analysis, in e, for atoms 1 through 2: -0.73 0.55

=====

A structure of composition C26H26N7O5W. Source: the Open Molecules 2025 dataset; level of theory: ωB97M-V with the def2-TZVPD basis set.

Calculated total energy ... -49872.43470 eV
Largest force on an atom ... 0.55 eV/A
Energy above the lowest of the compared OMol25 structures with the same formula, charge and spin ... 1.691 eV
HOMO (alpha / beta) ... -10.94 / -10.94 eV
Frontier orbital gap (alpha / beta) ... 6.66 / 6.66 eV

```
! wB97M-V def2-TZVPD RIJCOSX def2/J DEFGRID3
* xyz 1 1
W -0.1379 0.1186 0.6457
C 0.4315 1.4632 -4.7118
C 1.3959 2.0913 -3.9348
C 1.6654 1.6405 -2.6532
C 0.9668 0.5456 -2.1542
C 0.0012 -0.0900 -2.9227
C -0.2638 0.3777 -4.2028
N 1.1952 0.1026 -0.8107
C 2.5256 -0.0033 -0.3571
C 3.6212 -0.3540 -1.1474
C 4.8610 -0.4844 -0.5475
C 5.0254 -0.2810 0.8199
C 3.9433 0.0642 1.6126
C 2.6988 0.2138 1.0174
N 1.5291 0.5899 1.7654
N 0.9999 1.7627 1.2085
C 0.0427 2.3745 2.0490
C 0.1484 3.5995 2.6822
C -0.9842 4.0669 3.3270
C -2.1632 3.3229 3.3116
C -2.1837 2.1108 2.6535
N -1.0814 1.6570 2.0451
H 0.2194 1.8249 -5.7084
H 1.9303 2.9487 -4.3207
H 2.3920 2.1480 -2.0325
H -0.5569 -0.9287 -2.5192
H -1.0191 -0.1112 -4.8042
H 3.4930 -0.5224 -2.2081
H 5.7147 -0.7562 -1.1536
H 6.0058 -0.3813 1.2649
H 4.0524 0.2427 2.6739
H 1.0736 4.1545 2.6429
H -0.9597 5.0225 3.8333
H -3.0591 3.6849 3.7940
H -3.0772 1.5005 2.5921
N -0.7140 -0.8519 2.6426
C -0.7362 -2.3237 2.6277
C 0.5576 -2.7559 1.9879
N 0.7252 -2.0390 0.6956
C 0.5279 -2.9521 -0.4850
C -0.8614 -3.5674 -0.6661
N -1.7555 -2.7687 -1.5026
H -1.6350 -0.4979 2.8752
H -0.0593 -0.5007 3.3394
H -0.8379 -2.7410 3.6307
H -1.5999 -2.6253 2.0395
H 1.3953 -2.4819 2.6333
H 0.5885 -3.8362 1.8427
H 1.7149 -1.8005 0.6401
H 0.7990 -2.3893 -1.3766
H 1.2579 -3.7562 -0.3592
H -0.7003 -4.5524 -1.1100
H -1.3190 -3.7677 0.3038
H -1.9519 -3.2438 -2.3730
H -2.6407 -2.5927 -1.0458
O -5.5291 1.3358 -2.1085
C -4.4855 1.1005 -1.5891
C -4.1581 -0.1314 -0.7046
O -4.8658 -1.0659 -0.4387
C -2.7646 0.0949 -0.3112
C -2.2244 1.2235 -0.8428
O -0.9585 1.4712 -0.5839
C -3.1990 1.9734 -1.6663
O -3.0543 2.9986 -2.2640
O -1.9627 -0.6720 0.4187
*
```

Results of the natural (NBO) charge analysis, in e, for atoms 1 through 2: 2.15 -0.20

=====

A structure of composition C26H27BCaFN7OS4 in a non-equilibrium geometry. Source: the Open Molecules 2025 dataset; level of theory: ωB97M-V with the def2-TZVPD basis set.

Calculated total energy ... -105058.44179 eV
Largest force on an atom ... 1.13 eV/A
Energy above the lowest of the compared OMol25 structures with the same formula, charge and spin ... 0.000 eV
HOMO ... -1.87 eV
Frontier orbital gap ... 6.13 eV

```
! wB97M-V def2-TZVPD RIJCOSX def2/J DEFGRID3
* xyz -2 1
Ca -0.5626 0.9897 -0.8759
C -3.5861 0.4487 2.8117
N -2.2865 0.3881 3.4521
C -1.8653 -0.5956 4.3296
C -0.6010 -0.2797 4.6878
N -0.2503 0.8922 4.0494
B 1.1133 1.6037 4.2672
N 1.9821 1.6268 2.9710
C 2.2509 2.7787 2.2598
C 3.1803 2.4948 1.3212
N 3.4729 1.1450 1.4544
C 4.4880 0.4320 0.7091
C 2.7001 0.6153 2.4395
S 2.6637 -1.0396 2.8724
C -1.2763 1.2797 3.2628
S -1.3842 2.6792 2.2932
H -4.2669 -0.2002 3.3623
H -3.5353 0.1324 1.7730
H -3.9478 1.4746 2.8348
H -2.5083 -1.4075 4.6244
H 0.0920 -0.7748 5.3448
H 0.9394 2.7569 4.5946
H 1.6940 0.9663 5.1180
H 1.7417 3.6958 2.4941
H 3.6616 3.1102 0.5807
H 5.2409 1.1490 0.3821
H 4.0632 -0.0658 -0.1625
H 4.9407 -0.3137 1.3585
S -1.8296 2.5399 -2.8281
C -3.5179 2.1673 -2.6172
C -4.4265 3.0648 -3.2871
N -5.1263 3.7964 -3.8387
C -4.0455 1.1184 -1.9237
S -3.1553 -0.1156 -1.0714
C -5.4767 0.9566 -1.9007
N -6.6171 0.7869 -1.8732
O -0.0787 -0.8677 0.7778
C -0.9035 -2.0339 0.8640
C -0.1900 -3.2870 0.4562
C 0.4005 -3.1169 -0.9161
C -0.6680 -2.8634 -1.9441
C -1.4229 -3.8958 -2.4963
C -2.4014 -3.5865 -3.4269
C -2.5918 -2.2575 -3.7858
C -1.7974 -1.2959 -3.1836
N -0.8631 -1.5853 -2.2845
H 0.6735 -0.9325 1.3988
H -1.7512 -1.8586 0.2009
H -1.2906 -2.1405 1.8821
H -0.9069 -4.1167 0.4839
H 0.6024 -3.5296 1.1710
H 0.9895 -4.0000 -1.1809
H 1.0717 -2.2628 -0.9148
H -1.2320 -4.9213 -2.2019
H -3.0090 -4.3692 -3.8661
H -3.3561 -1.9653 -4.4930
H -1.9172 -0.2406 -3.4208
F 4.6965 -0.1123 -4.7048
C 3.6822 0.1813 -3.8325
C 2.8092 1.2003 -4.1380
C 1.7751 1.4725 -3.2380
C 1.5711 0.7745 -2.0321
C 2.5221 -0.2335 -1.8008
C 3.5652 -0.5516 -2.6714
H 2.9347 1.7602 -5.0585
H 1.0889 2.2703 -3.5189
H 2.4731 -0.8037 -0.8749
H 4.2770 -1.3424 -2.4571
*
```

Results of the natural (NBO) charge analysis, in e, for atoms 1 through 2: 1.72 -0.41